{
  "formula": "C6H29NO7",
  "method": "ωB97M-V/def2-TZVPD",
  "symbols": ["C", "H", "H", "C", "O", "H", "H", "O", "O", "H", "O", "H", "H", "H", "H", "H", "H", "H", "H", "H", "O", "H", "O", "H", "C", "H", "H", "H", "H", "H", "H", "H", "H", "O", "C", "C", "N", "H", "C", "H", "H", "H", "H"],
  "positions_angstrom": [[2.965, -0.833, 0.176], [1.036, -1.037, 1.139], [3.725, -2.757, -0.672], [0.591, -0.577, -0.901], [-0.965, -2.043, 2.857], [1.710, 1.362, -0.655], [-0.745, -2.397, 3.727], [-1.236, 3.671, -2.120], [-0.779, -0.065, -3.744], [-3.974, -0.949, 2.895], [-3.390, -0.467, 2.307], [0.220, 1.164, 0.303], [-3.953, 1.515, -1.873], [4.900, -1.367, -0.640], [3.089, -1.619, 2.243], [3.705, -1.599, -1.823], [-1.066, -2.842, 2.307], [-1.280, 0.065, -2.926], [-2.572, 3.762, -1.117], [1.155, -0.954, -1.808], [-1.967, 1.470, 3.735], [0.284, 1.606, -1.476], [-3.121, 3.376, -0.394], [-0.031, -0.523, -3.340], [3.844, -1.649, -0.754], [-2.522, -0.881, 2.237], [3.552, 0.116, 2.119], [3.152, 0.232, -0.134], [4.652, -0.960, 1.549], [-2.596, 2.629, -0.087], [1.443, -2.324, -0.041], [-0.643, 3.913, -2.836], [-0.657, -1.914, -0.221], [-3.611, 0.613, -2.015], [0.665, 0.939, -0.691], [3.540, -0.847, 1.610], [-0.719, -1.210, -0.952], [-1.545, -0.655, -0.823], [1.506, -1.218, 0.156], [-3.470, 0.667, -2.970], [-1.284, 0.903, 4.099], [-2.624, 0.882, 3.316], [-0.984, 2.806, -1.762]],
  "mulliken_charge": [1.4076, 0.4262, 0.3555, 0.5626, -0.5970, 0.2547, 0.2616, -0.7167, -0.6506, 0.2981, -0.6975, 0.4159, 0.3531, 0.4071, 0.3186, 0.3849, 0.3094, 0.3054, 0.4358, 0.0612, -0.6530, -0.2910, -0.7023, 0.4036, -1.6988, 0.3615, 0.3516, -0.1624, 0.3585, 0.2547, 0.4685, 0.3178, 0.2272, -0.6294, -0.6828, -1.4797, -0.4597, 0.1880, -1.5879, 0.3016, 0.2674, 0.4283, 0.5221],
  "e_above_lowest_kj_mol": 80.3,
  "homo_energy_ev": -9.57,
  "smiles": "CC(C)C[C@H](C)N.O.O.O.O.O.O.O",
  "orbital_gap_ev": 9.46
}

---

{
  "formula": "C6H2F12N2O18S5Sr",
  "method": "ωB97M-V/def2-TZVPD",
  "symbols": ["O", "Sr", "C", "O", "C", "S", "F", "O", "O", "O", "S", "F", "O", "C", "H", "F", "F", "C", "F", "S", "O", "O", "F", "F", "O", "O", "O", "O", "F", "F", "O", "O", "O", "O", "S", "F", "N", "S", "H", "C", "N", "F", "F", "C", "O", "O"],
  "positions_angstrom": [[-3.575, -28.247, 5.129], [-4.621, -29.158, 2.680], [-1.599, -31.284, -1.216], [-8.839, -29.374, 1.117], [-4.490, -28.817, 5.761], [-0.675, -28.196, -2.502], [-5.893, -29.199, -1.425], [-4.384, -29.170, 7.009], [-5.853, -32.128, 3.309], [-1.812, -28.140, 2.382], [-6.576, -31.877, 2.091], [-1.424, -31.612, -2.520], [-4.088, -24.721, 1.028], [-1.925, -26.858, -3.195], [-5.000, -24.954, 1.217], [-2.589, -27.471, -4.183], [-6.380, -27.756, 0.215], [-6.861, -28.709, -0.615], [-2.200, -32.268, -0.478], [-7.652, -29.957, 0.561], [-3.418, -29.321, -2.068], [-5.488, -29.050, 5.178], [-4.463, -33.346, 1.405], [-6.342, -33.615, 0.134], [-2.529, -26.300, 0.602], [-0.709, -29.339, -3.468], [-0.608, -29.535, 1.631], [-3.262, -29.642, 0.319], [-1.104, -25.925, -3.652], [-2.663, -26.417, -2.207], [-2.612, -30.277, 2.916], [-4.365, -26.872, 1.514], [-7.857, -32.514, 2.061], [-7.851, -31.038, -0.417], [-2.514, -29.512, -0.950], [-7.873, -28.185, -1.308], [-1.266, -28.508, -0.734], [-1.411, -29.449, 2.833], [-5.314, -29.353, 6.856], [-3.687, -26.001, 1.000], [-6.483, -30.150, 1.652], [-0.410, -31.096, -0.667], [-5.154, -31.792, 0.002], [-5.552, -32.757, 0.808], [-0.692, -29.248, 4.066], [0.643, -27.518, -2.513]],
  "mulliken_charge": [-0.6985, 1.8932, 0.5479, -0.6457, 0.9132, 0.8718, -0.1400, -0.5337, -0.6507, -0.5638, 0.9844, -0.2256, -0.5562, 0.6010, 0.2801, -0.2280, -0.1692, 0.5904, -0.1900, 0.8624, -0.6042, -0.8453, -0.2002, -0.2501, -0.6257, -0.6532, -0.5902, 0.1568, -0.2392, -0.1181, -0.8410, -0.4041, -0.6736, -0.6554, 0.6575, -0.2505, -0.2160, 0.6909, 0.2730, 0.2365, -0.6334, -0.1849, -0.1896, 0.6819, -0.7272, -0.7376],
  "homo_energy_ev": 5.88,
  "charge": -4,
  "orbital_gap_ev": 1.82
}

---

{
  "formula": "C6H31NO8S",
  "method": "ωB97M-V/def2-TZVPD",
  "symbols": ["H", "H", "C", "O", "C", "H", "O", "H", "H", "H", "H", "H", "O", "H", "O", "S", "O", "H", "H", "H", "O", "H", "H", "O", "N", "H", "H", "H", "H", "C", "H", "H", "H", "H", "H", "H", "C", "O", "H", "H", "C", "H", "H", "H", "C", "H", "H"],
  "positions_angstrom": [[1.424, -1.525, -1.594], [-1.474, -3.295, 1.583], [0.265, -3.079, 0.335], [0.446, 2.014, 4.237], [-1.038, 1.165, 0.770], [0.583, 3.976, 1.683], [1.398, 3.752, 2.148], [1.698, -0.304, -2.428], [-0.236, -0.106, -3.373], [-0.098, 1.579, 1.148], [0.211, 1.379, -3.197], [3.184, 1.040, 1.575], [3.335, -1.315, 0.947], [0.636, 1.763, -1.394], [-1.432, -1.323, -3.177], [0.281, -4.726, -0.403], [0.488, 0.540, -3.581], [4.056, -1.713, 0.444], [-2.005, -0.972, 1.909], [1.742, 2.997, 1.632], [1.982, -0.737, -1.581], [-1.899, -1.220, -2.324], [0.692, -2.344, -0.346], [-3.401, -0.613, -1.292], [-0.865, -0.217, 0.327], [-2.702, 0.023, -1.024], [-3.479, -1.021, -0.416], [0.529, 3.183, -0.427], [2.266, 0.607, 0.492], [-1.324, 2.110, -0.435], [-0.721, -4.513, -1.276], [-2.138, -1.336, -3.834], [-0.226, 3.295, -1.917], [1.107, 2.646, 3.916], [0.026, -0.367, -0.137], [-1.849, 1.285, 1.482], [-0.032, 2.564, -1.133], [2.320, 1.254, 1.206], [-0.319, -1.098, 2.203], [0.937, -3.182, 1.169], [-1.097, -2.604, 0.830], [-1.777, -2.644, -0.022], [-1.894, 1.604, -1.214], [0.123, 1.538, 3.466], [-1.064, -1.194, 1.401], [3.218, -1.862, 1.730], [-1.879, 2.992, -0.109]],
  "mulliken_charge": [0.1986, 0.3363, 0.5845, -0.6833, -0.3097, 0.3261, -0.6158, 0.3593, 0.4591, -0.3628, 0.3268, 0.2445, -0.5085, 0.2525, -0.7226, -0.1835, -0.7799, 0.2665, 0.4912, 0.3765, -0.6645, 0.4954, -0.7824, -0.7555, 1.1468, 0.1130, 0.3847, 0.0738, 0.2395, -0.5269, 0.1147, 0.2951, 0.4393, 0.3538, -0.4769, 0.6714, -1.1143, -0.6215, 0.3230, 0.2021, -0.5093, 0.2564, 0.2445, 0.3275, -0.9625, 0.2729, 0.4041],
  "e_above_lowest_kj_mol": 19.4,
  "homo_energy_ev": -9.40,
  "smiles": "CCCNCCCS.O.O.O.O.O.O.O.O",
  "orbital_gap_ev": 9.62
}